Record 1
{"formula": "C3H7NO2S", "method": "ωB97M-V with the def2-TZVPD basis set", "symbols": ["C", "C", "C", "N", "O", "O", "S", "H", "H", "H", "H", "H", "H", "H"], "xyz": [[0.36, 1.00, 1.16], [-0.39, -0.30, 1.62], [0.59, -0.66, -2.02], [-0.26, 1.39, 0.00], [-2.11, 0.22, -1.31], [-0.63, -1.04, 0.43], [-0.79, 0.19, -0.76], [0.25, 1.84, 1.82], [1.40, 0.82, 0.99], [0.40, -0.79, 2.31], [-1.33, -0.25, 2.24], [0.76, -1.66, -1.64], [0.20, -0.76, -3.05], [1.54, 0.00, -1.80]], "mulliken_charge": [-0.418, -0.271, -0.800, -0.472, -0.582, -0.378, 0.914, 0.317, 0.260, 0.241, 0.289, 0.310, 0.323, 0.267], "charge": 0, "homo_energy_ev": -9.4, "e_above_lowest_kj_mol": 397.5, "multiplicity": 1}


Record 2
{"formula": "C30H34F3IrN6O8S2", "method": "ωB97M-V with the def2-TZVPD basis set", "symbols": ["Ir", "C", "O", "C", "C", "C", "C", "C", "C", "N", "N", "C", "C", "C", "C", "O", "C", "N", "C", "C", "C", "C", "H", "H", "H", "H", "H", "H", "H", "H", "H", "H", "H", "H", "O", "N", "C", "C", "C", "C", "C", "S", "H", "H", "H", "H", "C", "N", "C", "C", "C", "N", "C", "C", "O", "H", "H", "H", "H", "H", "H", "H", "H", "H", "H", "H", "H", "C", "C", "O", "H", "H", "H", "H", "H", "H", "F", "C", "F", "F", "S", "O", "O", "O"], "xyz": [[0.53, 0.51, 1.38], [-0.77, 0.27, -5.46], [-1.86, -0.56, -5.09], [-2.73, -0.08, -4.16], [-2.48, 1.04, -3.37], [-3.44, 1.46, -2.45], [-4.64, 0.78, -2.33], [-4.88, -0.32, -3.14], [-3.93, -0.77, -4.03], [-5.76, 1.24, -1.54], [-5.61, 1.79, -0.44], [-4.32, 1.82, 0.16], [-3.92, 3.00, 0.76], [-2.65, 3.17, 1.33], [-1.76, 2.11, 1.33], [-0.57, 2.13, 1.88], [-2.19, 0.88, 0.74], [-1.27, -0.12, 0.81], [-1.61, -1.35, 0.49], [-2.91, -1.65, 0.06], [-3.83, -0.65, -0.10], [-3.47, 0.69, 0.22], [-0.28, -0.22, -6.29], [-0.05, 0.38, -4.63], [-1.11, 1.26, -5.77], [-1.56, 1.60, -3.46], [-3.23, 2.34, -1.85], [-5.84, -0.82, -3.07], [-4.11, -1.63, -4.66], [-4.61, 3.83, 0.74], [-2.34, 4.11, 1.76], [-0.84, -2.10, 0.56], [-3.17, -2.67, -0.15], [-4.83, -0.87, -0.42], [-0.08, -0.17, 3.17], [0.44, 0.64, 4.14], [-0.46, 1.20, 4.96], [-0.04, 1.98, 6.00], [1.33, 2.20, 6.15], [2.22, 1.65, 5.27], [1.78, 0.85, 4.19], [2.77, 0.16, 3.00], [-1.49, 0.98, 4.72], [-0.77, 2.43, 6.66], [1.70, 2.81, 6.97], [3.28, 1.82, 5.35], [3.14, -0.22, -0.75], [3.37, -1.42, 0.04], [4.76, -1.80, 0.27], [4.81, -3.29, 0.56], [3.96, -3.56, 1.78], [2.66, -2.94, 1.66], [1.68, -3.33, 2.66], [2.40, -1.89, 0.84], [1.23, -1.42, 0.82], [3.44, 0.67, -0.19], [2.09, -0.14, -1.02], [3.72, -0.29, -1.66], [5.18, -1.22, 1.09], [5.32, -1.56, -0.64], [5.84, -3.62, 0.73], [4.42, -3.83, -0.30], [4.45, -3.17, 2.68], [3.82, -4.63, 1.93], [2.17, -3.37, 3.63], [1.27, -4.32, 2.42], [0.88, -2.60, 2.71], [-0.09, -2.19, -3.93], [-0.16, -2.06, -2.42], [-0.13, -0.71, -1.99], [0.00, -3.24, -4.22], [0.78, -1.66, -4.32], [-0.99, -1.79, -4.40], [0.71, -2.53, -1.95], [-1.05, -2.57, -2.04], [-0.91, -0.25, -2.35], [3.58, 2.73, -1.01], [2.75, 3.74, -0.73], [2.36, 4.27, -1.89], [3.43, 4.66, -0.05], [1.30, 3.20, 0.28], [0.75, 1.98, -0.40], [0.48, 4.37, 0.27], [1.94, 2.82, 1.52]], "mulliken_charge": [3.323, -0.761, -0.629, 1.583, -0.676, 0.023, -0.752, -0.137, -0.977, -0.403, -0.699, 0.245, -0.367, -0.740, 0.462, -1.080, -0.498, -0.168, -0.664, -1.042, -0.653, 0.743, 0.281, 0.161, 0.414, 0.454, 0.535, 0.470, 0.457, 0.415, 0.530, 0.837, 0.534, 0.641, -0.809, 0.287, -0.151, -0.932, -0.141, -0.970, 0.917, -0.490, 0.476, 0.418, 0.391, 0.448, -1.089, 0.522, -0.522, -0.769, -0.644, 0.334, -1.027, -0.516, -0.177, 0.503, -0.188, 0.449, 0.281, 0.374, 0.377, 0.292, 0.340, 0.390, 0.370, 0.266, 0.175, -1.613, 0.001, 0.320, 0.459, 0.298, 0.404, 0.252, 0.197, -0.320, -0.211, 0.483, -0.229, -0.219, 1.228, -0.784, -0.627, -0.685], "charge": 0, "homo_energy_ev": -7.5, "e_above_lowest_kj_mol": 272.3, "multiplicity": 1}


Record 3
{"formula": "CH2N4", "method": "ωB97M-V with the def2-TZVPD basis set", "symbols": ["C", "N", "N", "N", "N", "H", "H"], "xyz": [[0.41, 0.60, 0.03], [1.44, -0.31, -0.07], [0.61, -1.41, 0.05], [-0.68, -1.24, -0.03], [-0.79, 0.09, -0.03], [0.71, 1.63, 0.07], [-1.70, 0.64, -0.02]], "mulliken_charge": [-0.090, -0.263, -0.134, -0.290, 0.086, 0.416, 0.275], "charge": 0, "homo_energy_ev": -10.4, "smiles": "c1nnn[nH]1", "e_above_lowest_kj_mol": 240.7, "multiplicity": 1}


Record 4
{"formula": "C6H9N2O2", "method": "ωB97M-V with the def2-TZVPD basis set", "symbols": ["C", "C", "O", "O", "H", "H", "H", "C", "C", "C", "C", "N", "N", "H", "H", "H", "H", "H", "H"], "xyz": [[1.09, 0.29, 3.05], [2.34, -0.09, 2.12], [3.34, -0.71, 2.55], [2.09, 0.24, 0.94], [0.13, 0.39, 2.58], [1.42, 1.29, 3.37], [0.86, -0.35, 3.91], [-2.06, 0.46, -0.05], [-1.22, 0.02, -1.24], [-0.69, 0.04, -3.34], [-0.07, -0.72, -1.35], [-1.53, 0.56, -2.48], [0.20, -0.78, -2.68], [-0.70, 0.16, -4.40], [-2.92, -0.20, -0.01], [-2.34, 1.51, -0.13], [0.95, -1.33, -3.08], [0.52, -1.13, -0.55], [-1.40, 0.34, 0.80]], "mulliken_charge": [-0.664, 0.516, -0.733, -0.682, 0.109, 0.172, 0.283, -0.515, 0.595, -0.256, -0.499, -0.653, -0.033, 0.408, 0.223, 0.288, 0.198, 0.336, -0.092], "charge": -1, "homo_energy_ev": -4.0, "e_above_lowest_kj_mol": 128.3, "multiplicity": 1}


Record 5
{"formula": "C13H46N14O13", "method": "ωB97M-V with the def2-TZVPD basis set", "symbols": ["C", "O", "N", "N", "H", "H", "H", "H", "C", "O", "N", "N", "H", "H", "H", "H", "C", "O", "N", "N", "H", "H", "H", "H", "C", "O", "N", "N", "H", "H", "H", "H", "C", "O", "N", "N", "H", "H", "H", "H", "C", "O", "N", "N", "H", "H", "H", "H", "C", "O", "N", "N", "H", "H", "H", "H", "C", "C", "O", "O", "H", "H", "H", "H", "H", "H", "C", "C", "O", "O", "H", "H", "H", "H", "H", "H", "C", "C", "O", "O", "H", "H", "H", "H", "H", "H"], "xyz": [[1.02, 3.23, 2.76], [0.78, 2.06, 2.81], [1.83, 3.71, 1.85], [0.54, 4.11, 3.63], [2.39, 3.12, 1.26], [1.93, 4.71, 2.01], [0.91, 5.05, 3.65], [-0.09, 3.78, 4.35], [-3.45, -1.88, -2.75], [-4.33, -2.63, -3.08], [-3.23, -1.40, -1.59], [-2.38, -1.70, -3.47], [-3.76, -1.74, -0.80], [-2.32, -0.97, -1.53], [-2.28, -2.12, -4.38], [-1.70, -1.00, -3.20], [-0.29, 0.37, -0.12], [-0.57, -0.14, -1.16], [0.80, 0.20, 0.60], [-0.96, 1.36, 0.43], [0.86, 0.87, 1.35], [1.59, -0.17, 0.08], [-1.85, 1.48, -0.03], [-0.85, 1.68, 1.39], [-3.86, -0.68, 2.46], [-3.69, -1.41, 1.54], [-4.17, -1.10, 3.66], [-3.75, 0.63, 2.50], [-4.25, -2.08, 3.87], [-4.57, -0.44, 4.31], [-3.79, 1.05, 3.42], [-3.66, 1.27, 1.73], [-0.59, -3.48, 1.44], [-1.07, -4.02, 2.44], [0.69, -3.76, 1.20], [-1.20, -2.75, 0.53], [1.18, -3.40, 0.39], [1.08, -4.47, 1.80], [-2.07, -2.36, 0.86], [-0.64, -2.34, -0.21], [-2.80, 2.94, -2.32], [-1.82, 3.67, -2.38], [-3.21, 2.18, -3.29], [-3.58, 2.84, -1.31], [-3.74, 1.39, -2.96], [-2.55, 2.24, -4.06], [-3.40, 3.37, -0.48], [-4.53, 2.49, -1.34], [1.30, -0.96, -4.25], [0.27, -0.91, -4.93], [1.31, -1.03, -2.96], [2.54, -0.88, -4.76], [0.43, -1.01, -2.47], [2.17, -1.35, -2.53], [3.25, -1.26, -4.15], [2.55, -0.73, -5.76], [0.01, -1.16, 4.51], [-1.28, -0.87, 5.30], [-0.99, -0.62, 6.71], [1.02, -0.23, 4.56], [-0.29, -1.31, 3.47], [0.42, -2.15, 4.70], [-1.85, -1.79, 5.18], [-1.75, 0.01, 4.86], [-1.85, -0.53, 7.12], [0.77, 0.45, 3.93], [4.36, -1.34, -0.71], [3.77, -2.57, -0.02], [2.73, -3.11, -0.79], [4.56, -1.44, -2.15], [5.24, -0.97, -0.19], [3.66, -0.54, -0.47], [3.50, -2.30, 1.00], [4.56, -3.31, 0.02], [3.13, -3.75, -1.38], [5.36, -0.96, -2.39], [1.97, 2.10, -2.32], [2.70, 2.36, -3.67], [4.07, 1.97, -3.57], [2.29, 3.13, -1.42], [2.25, 1.09, -2.03], [0.90, 2.09, -2.54], [2.43, 3.38, -3.92], [2.14, 1.88, -4.47], [4.65, 1.99, -4.34], [3.12, 2.89, -0.99]], "mulliken_spin": [0.000, 0.000, 0.000, 0.000, 0.000, 0.000, 0.000, 0.000, 0.005, 0.010, 0.518, 0.585, -0.035, -0.037, -0.024, -0.042, -0.002, -0.013, 0.001, 0.001, 0.000, 0.000, 0.002, 0.000, 0.000, -0.001, 0.000, 0.000, 0.000, 0.000, 0.000, 0.000, -0.003, 0.008, 0.001, 0.010, 0.000, 0.000, 0.002, 0.007, -0.001, 0.000, -0.001, 0.001, 0.001, 0.000, 0.000, 0.000, -0.001, 0.002, 0.002, 0.002, 0.004, 0.001, 0.000, 0.000, 0.000, 0.000, 0.000, 0.000, 0.000, 0.000, 0.000, 0.000, 0.000, 0.000, 0.000, 0.000, 0.000, 0.000, 0.000, 0.000, 0.000, 0.000, 0.000, 0.000, 0.000, 0.000, 0.000, 0.000, 0.000, 0.000, 0.000, 0.000, 0.000, 0.000], "charge": 1, "homo_energy_ev": [-11.5, -11.5], "e_above_lowest_kj_mol": 0.0, "multiplicity": 2}


Record 6
{"formula": "C32H48F3O25TiV", "method": "ωB97M-V with the def2-TZVPD basis set", "symbols": ["O", "V", "O", "Ti", "C", "O", "O", "C", "F", "F", "F", "C", "C", "H", "H", "H", "H", "H", "H", "C", "C", "C", "O", "C", "O", "O", "H", "H", "H", "H", "H", "H", "C", "C", "C", "O", "C", "O", "O", "H", "H", "H", "H", "H", "H", "C", "C", "C", "O", "C", "O", "O", "H", "H", "H", "H", "H", "H", "C", "C", "C", "O", "C", "O", "O", "H", "H", "H", "H", "H", "H", "C", "C", "C", "O", "C", "O", "O", "H", "H", "H", "H", "H", "H", "C", "C", "C", "O", "C", "O", "O", "H", "H", "H", "H", "H", "H", "C", "C", "C", "O", "C", "O", "O", "H", "H", "H", "H", "H", "H"], "xyz": [[-2.98, 0.50, 0.16], [-2.09, 1.60, 0.86], [-3.02, 2.80, 1.34], [1.24, 4.30, 1.15], [0.77, 1.18, 1.50], [0.03, 0.49, 0.52], [-0.07, 2.24, 1.78], [1.24, 0.25, 2.69], [1.39, 0.93, 3.80], [0.40, -0.73, 2.97], [2.41, -0.33, 2.47], [0.77, -0.32, -0.37], [-0.22, -0.65, -1.45], [-0.45, 0.29, -1.94], [0.17, -1.33, -2.21], [-1.17, -1.10, -1.18], [0.96, -1.32, 0.04], [1.68, -0.01, -0.89], [1.63, 1.63, 1.01], [5.34, -0.01, 0.25], [5.69, 1.45, 0.18], [5.76, 1.97, -1.28], [5.01, 3.20, -1.23], [4.26, 3.20, -0.11], [3.38, 3.95, 0.21], [4.60, 2.12, 0.66], [4.35, -0.09, -0.20], [5.25, -0.29, 1.30], [6.05, -0.71, -0.20], [6.65, 1.62, 0.65], [5.41, 1.18, -1.94], [6.79, 2.20, -1.54], [-2.35, 5.44, -4.45], [-2.34, 3.99, -4.01], [-1.20, 3.10, -4.37], [-0.98, 2.37, -3.24], [-1.51, 2.99, -2.20], [-1.32, 2.73, -0.98], [-2.23, 3.98, -2.60], [-3.26, 5.96, -4.13], [-2.23, 5.61, -5.52], [-1.48, 5.97, -4.05], [-3.31, 3.56, -4.26], [-0.23, 3.55, -4.60], [-1.41, 2.48, -5.24], [2.56, 1.72, -3.26], [2.16, 0.91, -4.52], [3.34, -0.05, -4.97], [2.72, -1.29, -4.98], [1.42, -1.18, -4.64], [0.63, -2.12, -4.68], [1.13, 0.06, -4.32], [1.69, 2.12, -2.75], [3.14, 2.60, -3.55], [3.07, 1.05, -2.57], [1.86, 1.57, -5.33], [4.11, -0.02, -4.21], [3.77, 0.20, -5.94], [-0.22, -3.56, 3.80], [1.03, -3.54, 2.91], [1.91, -4.68, 3.07], [2.16, -5.10, 1.74], [1.32, -4.48, 0.91], [1.33, -4.64, -0.33], [0.50, -3.67, 1.58], [0.24, -3.60, 4.78], [-0.74, -4.50, 3.64], [-0.96, -2.76, 3.73], [1.71, -2.74, 3.20], [1.43, -5.46, 3.66], [2.87, -4.47, 3.56], [-5.00, -2.64, 1.76], [-3.55, -2.96, 1.20], [-3.22, -4.43, 1.23], [-2.46, -4.56, 0.02], [-2.62, -3.48, -0.80], [-2.30, -3.46, -1.97], [-3.50, -2.59, -0.16], [-5.10, -1.56, 1.82], [-5.02, -2.97, 2.80], [-5.78, -3.08, 1.14], [-2.71, -2.42, 1.62], [-4.14, -5.02, 1.21], [-2.52, -4.80, 1.97], [1.58, 0.12, 7.12], [1.19, 1.36, 7.84], [0.36, 2.37, 7.09], [-0.86, 2.49, 7.78], [-0.75, 1.74, 8.92], [-1.54, 1.75, 9.85], [0.32, 0.97, 8.87], [2.10, -0.53, 7.82], [2.21, 0.26, 6.24], [0.75, -0.45, 6.70], [2.07, 1.75, 8.35], [0.19, 2.00, 6.08], [0.84, 3.34, 6.95], [-2.71, -1.19, -4.79], [-3.75, -0.99, -3.77], [-4.05, 0.37, -3.17], [-5.41, 0.36, -3.06], [-5.94, -0.55, -3.86], [-7.11, -0.59, -4.16], [-4.99, -1.34, -4.32], [-1.78, -0.81, -4.37], [-2.88, -0.58, -5.68], [-2.44, -2.18, -5.18], [-3.66, -1.77, -3.01], [-3.68, 1.19, -3.77], [-3.66, 0.55, -2.17]], "mulliken_spin": [0.005, 0.000, -0.003, 3.180, -0.095, 0.010, -0.001, 0.029, 0.027, -0.002, 0.000, 0.019, -0.008, 0.005, 0.000, -0.003, -0.004, 0.001, -0.048, 0.000, 0.002, -0.001, -0.004, 0.006, -0.043, -0.004, 0.000, 0.000, 0.000, 0.000, 0.000, 0.000, -0.001, -0.003, 0.006, 0.035, -0.036, -0.056, -0.027, 0.000, 0.000, 0.000, 0.000, 0.000, 0.000, -0.044, 0.004, 0.000, 0.000, 0.000, 0.001, 0.001, 0.054, 0.000, 0.001, 0.000, 0.000, 0.000, 0.000, 0.000, 0.000, 0.000, 0.000, 0.000, 0.000, 0.000, 0.000, 0.000, 0.000, 0.000, 0.000, 0.000, 0.000, 0.000, 0.000, 0.000, 0.000, 0.000, 0.000, 0.000, 0.000, 0.000, 0.000, 0.000, 0.000, 0.000, 0.000, 0.000, 0.000, 0.000, 0.000, 0.000, 0.000, 0.000, 0.000, -0.001, 0.000, 0.006, -0.001, 0.025, 0.094, -0.049, 0.857, 0.046, 0.009, -0.001, 0.000, 0.002, -0.001, 0.009], "charge": 2, "homo_energy_ev": [-11.6, -13.5], "multiplicity": 5}


- What is the formula in the first record?
  C3H7NO2S


- Which of these has the highest multiplicity?
  C32H48F3O25TiV